Entry 1:
DFT (ωB97M-V/def2-TZVPD) results for a 2-piece molecular cluster, C8H16N2 overall in a non-equilibrium geometry.

ORCA input file:
```
! wB97M-V def2-TZVPD RIJCOSX def2/J DEFGRID3
* xyz 0 1
C -0.66069 -0.78406 -2.05607
C 0.09105 -0.15868 -0.88855
C 1.22541 -0.98366 -0.38227
C 2.56005 -0.82433 -0.60643
N 3.17985 -1.87140 0.03654
C 2.20383 -2.60163 0.63451
N 1.02684 -2.10158 0.40107
H -0.99884 -1.78913 -1.82096
H 0.00546 -0.86801 -2.91541
H -1.50497 -0.16945 -2.37498
H 0.53108 0.78064 -1.22668
H -0.54751 0.16982 -0.07143
H 3.14484 -0.19033 -1.25883
H 4.17397 -2.00107 0.08172
H 2.42974 -3.44908 1.25646
C -2.11107 2.27600 2.10007
C -3.01357 2.16095 0.86553
C -2.88239 3.31458 -0.12140
H -2.64377 2.79872 2.88429
H -1.73813 1.30133 2.39067
H -1.24281 2.90716 1.86166
H -2.74384 1.25106 0.32770
H -4.04610 1.98102 1.17587
H -1.93231 3.26333 -0.64352
H -3.65403 3.22588 -0.88333
H -2.96979 4.28769 0.35713
*
```

As for the frontier orbital gap: 9.6 eV. As for the SMILES: CCc1c[nH]cn1.CCC. As for the HOMO energy: -8.68 eV. The relative energy (zero: lowest compared OMol25 entry of this formula, charge and spin) is 25.08 kJ/mol.


Entry 2:
DFT (ωB97M-V/def2-TZVPD) results for an isolated ion of composition C8H16N2 and charge +2 in a non-equilibrium geometry.

ORCA input file:
```
! wB97M-V def2-TZVPD RIJCOSX def2/J DEFGRID3
* xyz 2 1
C 0.03460 0.96863 0.24997
C 1.25450 0.28561 0.00327
C -1.15812 -0.62915 -0.97161
C -0.10765 2.36437 0.62238
C 2.53163 0.92962 -0.43499
C -2.23511 -1.56367 -1.30466
C -2.34483 0.42689 0.91297
C 2.12606 -1.96172 0.55527
N -1.13365 0.27487 -0.00339
N 1.14701 -0.92171 0.44449
H -0.35193 -0.67232 -1.69921
H -0.79619 2.83996 -0.06419
H 0.90407 2.97120 0.63706
H -0.56322 2.40946 1.67541
H 3.25524 0.75149 0.39565
H 2.52670 1.94676 -0.60678
H 3.19258 0.46317 -1.34567
H -2.62738 -1.28734 -2.23352
H -3.01082 -1.59753 -0.66361
H -1.91436 -2.67221 -1.36310
H -2.08337 1.26871 1.52568
H -2.54694 -0.50033 1.54339
H -3.27525 0.44097 0.34345
H 3.04129 -1.52934 1.10372
H 2.47278 -2.23860 -0.42962
H 1.66232 -2.76780 1.10765
*
```

As for the frontier orbital gap: 7.6 eV. As for the HOMO energy: -18.43 eV. The relative energy (zero: lowest compared OMol25 entry of this formula, charge and spin) is 302.48 kJ/mol.


Entry 3:
DFT (ωB97M-V/def2-TZVPD) results for a 2-piece molecular cluster, C8H16N2O overall in a non-equilibrium geometry.

ORCA input file:
```
! wB97M-V def2-TZVPD RIJCOSX def2/J DEFGRID3
* xyz 2 1
C -4.41072 3.49252 4.67891
C -5.83562 1.28627 2.67179
C -6.48162 3.28904 4.01605
C -4.79826 0.37169 2.15559
C 6.45196 -3.32797 -2.10974
C 5.45953 -2.59339 -3.00175
C 5.99504 -1.92666 -4.20234
C 5.21234 -1.11695 -5.05837
N -4.46055 2.25349 4.18514
N -5.64001 2.11457 3.64199
O -5.56807 4.12535 4.66871
H -3.51902 3.97100 5.00408
H -6.68318 1.27590 1.96795
H -6.72405 3.83485 2.99578
H -7.38168 3.17176 4.49509
H -4.61877 0.54728 1.01910
H -3.76666 0.48301 2.61328
H -5.11763 -0.77901 2.20478
H 5.88700 -3.89571 -1.34903
H 7.22693 -2.63297 -1.68028
H 7.21673 -3.83613 -2.80621
H 4.97830 -3.33358 -3.56418
H 4.70256 -2.12468 -2.44383
H 7.12995 -2.28970 -4.18035
H 5.56317 -1.21512 -6.09996
H 4.05963 -1.14935 -4.89024
H 5.12271 0.00451 -4.93196
*
```

As for the frontier orbital gap: 7.7 eV. As for the HOMO energy: -15.55 eV. The relative energy (zero: lowest compared OMol25 entry of this formula, charge and spin) is 347.41 kJ/mol.


Entry 4:
DFT (ωB97M-V/def2-TZVPD) results for one molecule with the formula C8H16N2O2S in a non-equilibrium geometry.

ORCA input file:
```
! wB97M-V def2-TZVPD RIJCOSX def2/J DEFGRID3
* xyz 0 3
C -2.43664 -1.23503 -0.46757
C -0.13918 -1.67661 0.27865
C 0.82523 -0.75446 0.39710
C 0.10922 -3.07513 -0.37105
C -0.46042 1.90159 -0.72583
C 1.28780 3.06741 0.59108
C -1.65096 -1.48315 0.74422
C 0.69960 0.75159 1.08811
N -3.36282 -0.40494 -0.43588
N 0.78055 1.82767 0.04288
O 3.36646 -0.21999 0.73203
O 2.25932 -0.34996 -1.50946
S 2.54666 -1.10702 -0.07118
H -2.19141 -1.85727 -1.43155
H 0.23397 -3.93879 0.43080
H -0.56498 -3.27270 -1.14982
H 1.01108 -3.01921 -0.83385
H -1.16558 2.67082 -0.43880
H -0.14791 2.32130 -1.76295
H -0.93054 0.98719 -0.69331
H 1.25745 3.12857 1.70432
H 2.37846 3.14927 0.45706
H 0.97528 3.97247 0.00677
H -1.80480 -0.70401 1.45010
H -1.89981 -2.49219 0.95556
H 1.30555 0.86090 1.90529
H -0.29396 0.89264 1.48738
H -4.01697 -0.43584 -1.19019
H 2.02935 0.49492 -1.18993
*
```

As for the frontier orbital gap (alpha / beta): 5.4 / 5.6 eV. As for the HOMO energy (alpha / beta): -4.60 / -8.82 eV.


Entry 5:
DFT (ωB97M-V/def2-TZVPD) results for one molecule with the formula C8H16N2O3 in a non-equilibrium geometry.

ORCA input file:
```
! wB97M-V def2-TZVPD RIJCOSX def2/J DEFGRID3
* xyz 0 1
C -2.34384 -2.84190 0.57472
C -1.20001 -1.87778 0.05594
C -0.05454 -2.46458 0.86732
C -1.54096 -0.45844 0.40926
C -0.77667 0.61356 -0.29082
N 0.56491 0.90268 0.12294
C 1.57681 0.23245 -0.49929
O 1.51092 -0.46030 -1.47138
C 2.94408 0.47510 0.17406
N 4.00246 -0.40859 -0.38658
C -1.51831 1.96365 0.01798
O -1.57432 2.34161 1.17624
O -1.67233 2.74937 -1.04306
H -2.58784 -2.61355 1.64815
H -3.27460 -2.58953 -0.05556
H -2.26030 -3.96045 0.40391
H -1.00271 -2.08032 -1.01597
H 0.81176 -1.74709 0.91640
H 0.18729 -3.41001 0.41262
H -0.35652 -2.74886 1.82946
H -1.44656 -0.23266 1.50590
H -2.54995 -0.27682 0.14155
H -0.82334 0.54326 -1.38294
H 0.59674 1.06019 1.11948
H 3.12119 1.54502 0.17264
H 2.79621 0.11862 1.25982
H 3.68274 -1.40877 -0.27297
H 4.29119 -0.15878 -1.37378
H -1.79026 3.60326 -0.61265
*
```

As for the frontier orbital gap: 9.8 eV. As for the SMILES: CC(C)C[C@H](NC(=O)CN)C(=O)O. As for the HOMO energy: -9.25 eV. The relative energy (zero: lowest compared OMol25 entry of this formula, charge and spin) is 169.42 kJ/mol.


Entry 6:
DFT (ωB97M-V/def2-TZVPD) results for one molecule with the formula C8H16N2O3S in a non-equilibrium geometry.

ORCA input file:
```
! wB97M-V def2-TZVPD RIJCOSX def2/J DEFGRID3
* xyz 0 1
C 4.66633 -0.51299 1.19578
S 3.94730 -1.82166 0.09586
C 2.69877 -0.84239 -0.90551
C 1.40735 -0.63997 -0.20837
C 0.67415 0.76216 -0.72798
N 1.73133 1.83475 -0.61119
C -0.54079 0.86095 0.08980
O -0.50760 1.70604 0.98983
N -1.38572 -0.30955 0.27002
C -2.89285 -0.17517 0.49417
C -3.71638 0.97097 -0.27947
C -3.58913 -1.54516 0.04662
O -3.18283 -2.37948 -0.72797
O -4.75914 -1.70262 0.80066
H 3.98145 0.01463 1.92123
H 5.77984 -0.72395 1.77162
H 4.85427 0.53785 0.59990
H 2.88385 0.19358 -1.30091
H 2.70185 -1.55652 -1.85921
H 0.88288 -1.55628 -0.19106
H 1.55398 -0.53358 0.94382
H 0.38937 0.62313 -1.92549
H 1.38734 2.71878 -0.94166
H 1.60332 2.02387 0.30684
H -1.56539 -0.79075 -0.84634
H -2.84333 -0.31130 1.61328
H -4.64518 1.16498 0.18566
H -3.67060 0.64036 -1.44959
H -3.01142 1.93773 -0.29907
H -4.83304 -0.58843 0.94872
*
```

As for the frontier orbital gap: 8.8 eV. As for the SMILES: CSCC[C@H](N)C(=O)N[C@@H](C)C(=O)O. As for the HOMO energy: -8.52 eV. The relative energy (zero: lowest compared OMol25 entry of this formula, charge and spin) is 616.29 kJ/mol.


| no. | E_tot (eV) |
| --- | --- |
| 1 | -11535.725 |
| 2 | -11514.540 |
| 3 | -13562.241 |
| 4 | -26457.259 |
| 5 | -17677.996 |
| 6 | -28508.392 |